w.
Formula: CH2O4S
Source: the Open Molecules 2025 dataset
Level of theory: ωB97M-V/def2-TZVPD

The geometry in ORCA input format:
```
! RIJCOSX wB97M-V def2-TZVPD def2/J DEFGRID3
* xyz 0 1
C -1.415 -0.844 -0.033
O 0.732 1.699 0.159
O 2.203 -0.392 0.017
O -0.217 -0.609 0.504
O -1.651 -1.074 -1.160
S 0.955 -0.026 -0.563
H -2.202 -0.849 0.748
H 1.597 2.096 0.327
*
```

The calculation puts the HOMO-LUMO gap at 11.002 eV. The value obtained for the HOMO energy is -0.4060 Ha.


x.
Formula: CH2O4S
Source: the Open Molecules 2025 dataset
Level of theory: ωB97M-V/def2-TZVPD

The geometry in ORCA input format:
```
! RIJCOSX wB97M-V def2-TZVPD def2/J DEFGRID3
* xyz 0 1
C -0.027 1.072 0.654
O 0.191 0.585 1.672
O 1.948 -0.855 -0.167
O 0.491 0.774 -0.894
O -0.698 -1.215 -0.192
S 0.725 -0.818 -0.892
H -1.063 1.426 0.437
H -1.566 -0.969 -0.619
*
```

The calculation puts the HOMO-LUMO gap at 9.643 eV. The value obtained for the HOMO energy is -0.3648 Ha.


Most stable: w (next structure +1.543 eV)


w.
Formula: C4H7FOS
Source: the Open Molecules 2025 dataset
Level of theory: ωB97M-V/def2-TZVPD

The geometry in ORCA input format:
```
! RIJCOSX wB97M-V def2-TZVPD def2/J DEFGRID3
* xyz 0 1
C -0.823 -1.838 1.352
C -0.326 0.391 0.567
C 0.927 -0.090 -0.092
C 0.705 -0.436 -1.554
H -0.574 -2.364 0.411
H 0.025 -1.897 2.064
H -1.752 -2.196 1.778
H 1.240 -0.978 0.429
H 1.822 0.550 0.003
H -0.075 -1.169 -1.797
H 0.445 0.580 -1.974
O -1.093 -0.500 1.156
F 1.903 -0.927 -2.058
S -0.775 1.978 0.420
*
```

The calculation puts the HOMO-LUMO gap at 9.060 eV. The value obtained for the HOMO energy is -0.3214 Ha. Its SMILES is COC(=S)CCF.


x.
Formula: C4H7FOS
Source: the Open Molecules 2025 dataset
Level of theory: ωB97M-V/def2-TZVPD

The geometry in ORCA input format:
```
! RIJCOSX wB97M-V def2-TZVPD def2/J DEFGRID3
* xyz 0 1
C 0.835 0.933 -1.461
C 0.554 0.139 -0.458
C 1.309 0.088 0.814
C -0.568 -0.862 -0.379
O -2.019 0.012 1.952
F -3.367 -0.748 0.015
S -2.164 0.250 0.516
H 0.478 1.132 -2.475
H 1.783 1.499 -1.359
H 2.247 0.662 0.882
H 1.807 -0.913 1.181
H 0.636 0.546 1.640
H -0.376 -1.650 0.322
H -1.155 -1.089 -1.189
*
```

The calculation puts the HOMO-LUMO gap at 9.472 eV. The value obtained for the HOMO energy is -0.3323 Ha.


Most stable: w (next structure +1.158 eV)


w.
Formula: CH7N2O
Source: the Open Molecules 2025 dataset
Level of theory: ωB97M-V/def2-TZVPD

The geometry in ORCA input format:
```
! RIJCOSX wB97M-V def2-TZVPD def2/J DEFGRID3
* xyz 1 1
O -1.157 0.108 2.280
H -0.591 -0.281 0.258
H -1.965 0.592 2.058
H -1.316 -0.211 3.180
N 0.324 0.065 -0.047
C 0.465 -0.165 -1.520
N 1.598 -0.404 -1.961
H 0.381 1.028 0.310
H 1.063 -0.425 0.470
H -0.453 0.093 -2.043
H 1.651 -0.400 -2.986
*
```

The calculation puts the HOMO-LUMO gap at 12.304 eV. The value obtained for the HOMO energy is -0.5935 Ha.


x.
Formula: CH7N2O
Source: the Open Molecules 2025 dataset
Level of theory: ωB97M-V/def2-TZVPD

The geometry in ORCA input format:
```
! RIJCOSX wB97M-V def2-TZVPD def2/J DEFGRID3
* xyz 1 1
N 0.590 -0.388 0.208
C -0.475 -0.639 -0.539
N -1.031 -1.854 -0.760
H 1.077 -1.112 0.682
H 0.992 0.501 0.313
H -0.930 0.235 -1.169
H -1.770 -2.027 -1.461
H -0.765 -2.708 -0.261
H 0.725 2.764 0.284
H 1.112 2.735 1.641
O 0.474 2.493 1.062
*
```

The calculation puts the HOMO-LUMO gap at 11.990 eV. The value obtained for the HOMO energy is -0.5861 Ha.


Most stable: x (next structure +0.496 eV)